Formula: C2H7N2S3
Source: the OMol25 dataset
Level of theory: ωB97M-V/def2-TZVPD

## Properties
energy above the lowest of the compared OMol25 structures with the same formula, charge and spin	0.369	eV
E_LUMO	-4.331	eV
HOMO-LUMO gap	7.87	eV
max |F|	0.06017	Eh/bohr
net charge	+1

Each line ends with the Mulliken charge.
Geometry (Å):
C -2.470 -0.339 -0.244  0.021
C 2.420 -0.311 -0.221  0.182
N 0.487 1.171 0.760  -0.531
N 1.639 -1.338 -0.383  -0.152
S -1.505 -1.269 0.621  -0.358
S 2.131 1.208 0.279  0.145
S -2.773 1.269 0.048  -0.059
H -3.008 -0.739 -1.183  0.299
H 3.474 -0.509 -0.532  0.317
H 0.067 2.052 0.583  0.322
H 1.936 -2.371 -0.440  0.322
H 0.656 -1.311 -0.133  0.017
H 0.474 1.087 1.834  0.314
H -3.529 1.399 -0.989  0.161